# 1
{"formula": "C6H10N2", "method": "ωB97M-V with the def2-TZVPD basis set", "homo_lumo_gap_ev": 9.46, "relative_energy_kj_mol": 629.5, "multiplicity": 1, "smiles": "N[C@H]1[C@H]2C=C[C@]1(N)C2", "elements": ["N", "C", "C", "C", "C", "C", "N", "C", "H", "H", "H", "H", "H", "H", "H", "H", "H", "H"], "xyz": [[-1.8460, 0.5581, 0.9864], [-1.0964, -0.2573, 0.0479], [-0.3617, 0.5808, -1.1965], [0.1967, 1.6309, -0.4551], [0.7474, 1.1003, 0.5469], [0.4347, -0.3806, 0.4523], [1.0797, -1.5333, 1.2266], [0.6270, -0.6211, -1.2193], [-2.2765, -0.0364, 1.7246], [-0.9525, 1.1358, 1.3010], [-1.6655, -1.0865, -0.2533], [-0.7034, 0.7068, -2.2088], [0.4118, 2.5855, -0.8639], [1.3719, 1.5336, 1.2158], [2.2163, -1.4965, 0.6503], [0.5097, -2.4417, 1.1332], [-0.3212, -1.3866, -1.2998], [1.6280, -0.5917, -1.7882]], "forces_ev_per_a": [[1.701, 0.443, 0.498], [0.748, 2.671, 0.650], [-1.982, -3.461, -1.920], [0.615, 3.630, -3.187], [1.909, -3.220, 3.077], [0.842, -3.946, -3.051], [2.469, 1.675, -1.773], [-2.572, 0.079, 2.330], [0.870, 0.798, -0.542], [-3.423, -0.847, 0.529], [-0.461, -1.296, -0.444], [-1.231, 0.661, 0.002], [-0.306, 1.010, 0.104], [1.743, 1.179, 2.111], [-4.781, -1.146, 2.496], [1.683, 1.909, -0.506], [3.879, 0.209, -1.247], [-1.702, -0.349, 0.871]], "mulliken_charge": [-0.720, -0.628, -0.200, -0.238, -1.574, 0.515, -0.689, -0.426, 0.289, 0.471, 0.509, 0.510, 0.455, 0.524, 0.360, 0.291, 0.159, 0.390]}

***

# 2
{"formula": "C5H9NO", "method": "ωB97M-V with the def2-TZVPD basis set", "homo_lumo_gap_ev": 10.49, "relative_energy_kj_mol": 91.3, "multiplicity": 1, "smiles": "CC1(C)CNC1=O", "elements": ["C", "C", "C", "C", "N", "C", "O", "H", "H", "H", "H", "H", "H", "H", "H", "H"], "xyz": [[-1.2580, -0.6874, 0.6234], [0.0842, -0.1413, 0.1201], [1.2410, -0.8151, 0.8699], [-0.0653, 0.1016, -1.4338], [-0.2294, 1.5265, -1.1303], [0.2000, 1.4040, 0.1699], [0.6148, 2.2031, 0.9741], [-1.3462, -0.6063, 1.7157], [-1.3482, -1.7521, 0.3522], [-2.0628, -0.1339, 0.1237], [1.2515, -1.9040, 0.7644], [1.1073, -0.6160, 1.9483], [2.2250, -0.4304, 0.5857], [0.8083, -0.1072, -2.0663], [-0.9688, -0.3598, -1.8543], [-0.2535, 2.3182, -1.7628]], "forces_ev_per_a": [[0.043, 0.112, -0.001], [0.063, 0.113, 0.346], [0.022, -0.066, -0.176], [0.093, -0.357, -0.010], [0.086, -0.028, -0.086], [-0.032, 0.337, 0.245], [-0.393, -0.357, -0.275], [-0.046, 0.072, -0.319], [0.051, 0.330, 0.078], [-0.028, -0.172, 0.343], [-0.089, 0.099, -0.179], [0.037, 0.079, -0.476], [-0.162, -0.006, -0.038], [-0.138, -0.043, 0.279], [0.315, 0.029, -0.020], [0.179, -0.143, 0.290]], "mulliken_charge": [-1.614, 1.642, -1.532, -0.771, -0.169, 0.054, -0.623, 0.364, 0.355, 0.407, 0.393, 0.331, 0.371, 0.282, 0.306, 0.204]}

***

# 3
{"formula": "C6H8", "method": "ωB97M-V with the def2-TZVPD basis set", "homo_lumo_gap_ev": 10.17, "relative_energy_kj_mol": 312.5, "multiplicity": 1, "smiles": "C#CC#CC.C", "elements": ["C", "C", "C", "C", "C", "H", "H", "H", "H", "C", "H", "H", "H", "H"], "xyz": [[-1.4671, -2.8582, -0.5989], [-0.4751, -2.2283, -0.3662], [0.5200, -1.3973, 0.0641], [1.3794, -0.6552, 0.4443], [2.4598, 0.2300, 0.7726], [-2.4166, -3.3420, -0.9753], [2.2831, 1.2877, 0.6795], [3.1946, 0.0466, 0.0960], [2.9113, -0.1675, 1.7286], [-1.7221, 1.8018, -0.3616], [-1.2608, 1.2794, -1.1899], [-2.6876, 1.4567, -0.1227], [-1.7549, 2.9016, -0.5676], [-0.9641, 1.6446, 0.3971]], "forces_ev_per_a": [[-2.256, -1.124, -1.283], [-0.385, 0.083, 0.401], [0.255, -0.088, -0.002], [-0.525, 0.298, -0.376], [-0.373, -0.885, 2.521], [1.929, 0.777, 0.860], [-0.487, 0.339, 0.659], [2.375, -0.574, -2.228], [-0.540, 1.192, -0.554], [1.781, 1.587, -0.540], [-0.462, -0.049, -0.586], [-0.942, -0.615, 0.392], [-0.010, -0.939, 0.022], [-0.358, -0.003, 0.716]], "mulliken_charge": [-0.423, -0.073, 0.246, 0.070, -1.129, 0.376, 0.303, 0.370, 0.261, -0.960, 0.236, 0.257, 0.278, 0.187]}

***

# 4
{"formula": "C3H4N2O2", "method": "ωB97M-V with the def2-TZVPD basis set", "homo_lumo_gap_ev": 10.78, "relative_energy_kj_mol": 252.4, "multiplicity": 1, "smiles": "[H]/N=C/N(C=O)C=O", "elements": ["H", "N", "C", "N", "C", "O", "C", "O", "H", "H", "H"], "xyz": [[-3.3079, 0.2138, 0.5892], [-2.4274, -0.3946, 0.3532], [-1.4949, 0.5229, 0.1805], [-0.1851, 0.2181, -0.0825], [0.7814, 1.2098, -0.3727], [1.9207, 0.9387, -0.6527], [0.2485, -1.1235, 0.2731], [1.3349, -1.5683, 0.1840], [-1.5324, 1.6638, 0.4084], [0.4986, 2.3987, -0.3029], [-0.6258, -1.6589, 0.6744]], "forces_ev_per_a": [[1.829, -1.760, -0.407], [0.041, 4.409, -0.197], [-1.974, 0.380, 1.530], [1.423, -0.639, -0.138], [1.052, 1.900, -0.099], [-1.077, 0.262, 0.158], [-1.286, 0.144, 0.069], [0.827, -0.065, -0.186], [-0.740, -1.813, -0.674], [-0.247, -2.813, -0.019], [0.154, -0.005, -0.038]], "mulliken_charge": [0.264, -0.604, 0.193, 0.155, 0.108, -0.424, -0.062, -0.387, 0.171, 0.191, 0.397]}

***

# 5
{"formula": "C19H23N3O4", "method": "ωB97M-V with the def2-TZVPD basis set", "homo_lumo_gap_ev": 8.66, "relative_energy_kj_mol": 951.2, "multiplicity": 1, "smiles": "COCC#Cc1cc(O[C@@H](C)COC)cc(C(=O)Nc2ccn(C)n2)c1", "elements": ["C", "O", "C", "C", "C", "C", "C", "C", "O", "C", "C", "C", "O", "C", "C", "C", "C", "O", "N", "C", "C", "C", "N", "C", "N", "C", "H", "H", "H", "H", "H", "H", "H", "H", "H", "H", "H", "H", "H", "H", "H", "H", "H", "H", "H", "H", "H", "H", "H"], "xyz": [[3.2684, 5.7626, 4.3663], [1.9425, 6.0724, 4.1875], [1.0639, 5.1128, 4.5971], [0.9220, 4.1315, 3.4790], [1.0319, 3.1842, 2.6479], [0.8627, 2.1512, 1.7207], [0.1340, 2.4522, 0.5362], [-0.1325, 1.3084, -0.3929], [-0.8244, 1.3145, -1.5930], [-2.2454, 1.6766, -1.5212], [-2.7940, 1.1735, -2.8489], [-2.9948, 1.0168, -0.2991], [-4.1426, 1.9294, -0.1911], [-5.4354, 1.3151, -0.1401], [0.4155, 0.1026, -0.1450], [1.1970, -0.0597, 0.9508], [1.9770, -1.2776, 1.2334], [3.0268, -1.1448, 1.7717], [1.5595, -2.4389, 0.5618], [2.5294, -3.1596, -0.0971], [2.1036, -4.1178, -0.9754], [3.2791, -4.7023, -1.3743], [4.3571, -4.0334, -0.7684], [5.7429, -4.4655, -0.7382], [3.8454, -3.0925, 0.0619], [1.4407, 0.9444, 1.9028], [3.6205, 5.6442, 5.3758], [3.3393, 4.8162, 3.8114], [3.8704, 6.4504, 3.7585], [1.4498, 4.6508, 5.5750], [0.1373, 5.5859, 4.7906], [-0.3458, 3.3703, 0.5226], [-2.4147, 2.7166, -1.6030], [-2.2474, 1.6056, -3.7106], [-3.8715, 1.3821, -2.9122], [-2.6284, 0.1615, -2.7725], [-2.3544, 1.0732, 0.5964], [-3.3580, 0.0140, -0.3710], [-5.7672, 1.1181, -1.1137], [-6.3091, 1.9510, 0.2359], [-5.3842, 0.3554, 0.3443], [0.3250, -0.7275, -0.9170], [0.6414, -2.4056, 0.1689], [1.0746, -4.5269, -1.1975], [3.6654, -5.4226, -2.1432], [6.3861, -3.6275, -1.0253], [5.9412, -5.4297, -1.3710], [5.9540, -4.7593, 0.2739], [2.0750, 0.7771, 2.6809]], "forces_ev_per_a": [[0.842, -1.307, -2.396], [-0.497, 3.037, 0.411], [0.772, -1.804, 0.364], [0.683, -4.510, -2.468], [-0.797, 5.210, 4.679], [-0.926, 1.237, -2.333], [-0.179, -4.814, -0.879], [-0.258, 3.590, 0.551], [-0.901, 1.176, 0.962], [0.287, -2.196, -0.680], [-0.277, 1.763, 0.175], [-0.283, 3.062, -0.421], [-0.169, -0.375, 0.802], [-0.212, 0.750, 0.560], [0.506, -2.114, -1.089], [0.642, 0.185, 2.547], [-0.831, -0.182, -2.086], [1.396, -0.751, 1.258], [0.988, 1.874, 1.932], [0.247, -0.238, 0.622], [-0.533, -2.892, -1.754], [3.448, -0.308, -1.168], [-3.533, -1.098, -0.974], [0.118, -0.961, -0.692], [0.276, 0.294, 0.290], [-1.474, -1.132, -2.654], [-0.035, 0.185, 0.645], [0.951, -0.357, 0.437], [-0.135, 0.157, 0.626], [-0.740, 0.097, -1.306], [-1.057, 0.394, 0.255], [-0.810, 1.604, -0.671], [0.267, 1.401, 1.160], [-0.367, -0.209, 0.548], [0.346, -0.012, -0.089], [0.153, -2.599, -0.620], [-0.442, 0.167, -0.119], [0.056, -0.793, -0.723], [-0.311, -0.478, -1.895], [1.858, -0.437, 0.259], [-0.186, -0.272, 0.707], [-0.092, 1.314, 1.069], [-0.080, -0.156, -0.286], [1.422, 0.936, 0.257], [-1.304, 0.449, 0.876], [0.015, -0.374, -0.077], [-0.700, 2.097, 0.824], [0.345, 0.005, 0.525], [1.513, -0.613, 2.042]], "mulliken_charge": [-0.649, -0.346, -0.663, 0.343, -0.239, 0.621, -1.180, -0.352, -0.516, 0.500, -1.673, -0.471, -0.368, -0.741, 0.080, 1.336, 0.063, -0.517, -0.237, 0.607, -0.586, -0.491, 0.412, -0.708, -0.686, -1.302, 0.283, 0.249, 0.244, 0.291, 0.296, 0.580, 0.222, 0.342, 0.337, 0.467, 0.290, 0.461, 0.307, 0.244, 0.348, 0.356, 0.276, 0.291, 0.333, 0.267, 0.247, 0.313, 0.723]}

***

# 6
{"formula": "C18H40ClINO10", "method": "ωB97M-V with the def2-TZVPD basis set", "homo_lumo_gap_ev": 6.69, "relative_energy_kj_mol": 384.1, "multiplicity": 1, "charge": 1, "elements": ["C", "C", "C", "Cl", "C", "N", "C", "C", "C", "C", "I", "H", "H", "H", "H", "H", "H", "H", "H", "H", "H", "C", "C", "O", "O", "H", "H", "H", "H", "H", "H", "C", "C", "O", "O", "H", "H", "H", "H", "H", "H", "C", "C", "O", "O", "H", "H", "H", "H", "H", "H", "C", "C", "O", "O", "H", "H", "H", "H", "H", "H", "C", "C", "O", "O", "H", "H", "H", "H", "H", "H"], "xyz": [[2.5382, 1.7659, 0.4135], [2.8939, 0.3577, -0.2785], [1.6928, -0.7064, -0.3060], [1.9352, -1.9985, -1.6234], [0.2277, -0.0530, -0.3601], [-0.6599, -0.3532, 0.7320], [-1.9893, 0.2079, 0.8182], [-2.5304, 1.1662, -0.2583], [-1.6255, 1.5204, -1.4828], [-0.2017, 0.8902, -1.5076], [1.0706, 1.4511, -3.1928], [2.3441, 2.5523, -0.4087], [1.6400, 1.7469, 1.1173], [3.4520, 2.0482, 1.0632], [3.2522, 0.5486, -1.3558], [3.7592, -0.1103, 0.3045], [1.7619, -1.2981, 0.6864], [-0.3155, -0.9948, 1.4843], [-2.6063, -0.0623, 1.7373], [-3.5665, 1.6246, -0.1697], [-1.9510, 2.2048, -2.3387], [-1.6179, 4.9548, 2.9654], [-2.7369, 5.2887, 1.9917], [-3.6549, 4.1927, 1.9367], [-0.9629, 3.7552, 2.5555], [-0.8802, 5.7580, 3.0091], [-2.0199, 4.7824, 3.9694], [-2.3396, 5.4253, 0.9836], [-3.2730, 6.1931, 2.2906], [-4.1220, 4.1635, 2.7835], [-1.6630, 3.1745, 2.2175], [1.0607, -2.4990, 5.7305], [0.9146, -1.7838, 4.3964], [-0.4128, -1.9849, 3.8946], [0.7801, -3.8865, 5.5693], [2.0721, -2.3914, 6.1263], [0.3463, -2.1027, 6.4598], [1.6032, -2.2038, 3.6593], [1.1041, -0.7111, 4.4935], [-1.0147, -1.4841, 4.4635], [0.0465, -3.9378, 4.9357], [-0.2450, -2.3583, -7.0173], [0.0061, -0.9403, -6.5280], [-1.1509, -0.4692, -5.8308], [-1.3934, -2.3841, -7.8586], [0.6091, -2.7373, -7.5817], [-0.4423, -3.0275, -6.1724], [0.1677, -0.2668, -7.3723], [0.8722, -0.8936, -5.8611], [-1.2100, -0.9649, -5.0023], [-2.0259, -1.7624, -7.4647], [4.0774, -6.9109, 5.5685], [3.9266, -6.1977, 4.2338], [2.6021, -6.4014, 3.7369], [3.7993, -8.2985, 5.4102], [5.0900, -6.8010, 5.9619], [3.3637, -6.5146, 6.2990], [4.6138, -6.6169, 3.4957], [4.1143, -5.1241, 4.3293], [1.9996, -5.9003, 4.3072], [3.0646, -8.3518, 4.7783], [-2.6712, 5.3807, -5.4462], [-2.4816, 3.8725, -5.4946], [-2.8315, 3.3107, -4.2244], [-1.8729, 5.9368, -4.4048], [-2.3830, 5.8441, -6.3914], [-3.7151, 5.6305, -5.2279], [-1.4342, 3.6238, -5.6773], [-3.0991, 3.4153, -6.2720], [-3.7906, 3.3936, -4.1260], [-1.9115, 5.3020, -3.6728]], "forces_ev_per_a": [[0.478, -0.015, -0.032], [0.099, 0.209, -0.300], [-0.303, 0.083, 1.329], [-0.423, 1.283, 1.065], [-0.982, 1.174, -1.270], [-1.073, 2.180, -2.639], [0.557, 1.613, -2.482], [3.610, -1.517, -0.325], [1.564, -2.662, 3.123], [-2.771, -0.390, 2.529], [-1.116, -0.588, 1.449], [0.348, -1.149, 1.520], [1.120, -0.109, -0.963], [-1.568, -0.145, -1.228], [-0.545, -0.408, 1.769], [-1.308, 0.408, -0.970], [-0.316, 0.891, -1.632], [-0.535, 0.681, -0.697], [1.088, 0.325, -1.505], [1.604, -0.813, 0.033], [0.372, -1.012, 1.310], [-0.057, -0.283, -0.212], [-0.043, 0.049, 0.379], [-0.026, -0.210, 0.003], [-0.006, -0.096, -0.257], [-0.003, -0.113, -0.017], [-0.116, 0.288, 0.061], [-0.055, -0.062, 0.087], [0.167, 0.090, -0.026], [0.026, 0.010, -0.228], [0.128, 0.219, 0.139], [-0.193, -0.397, -0.226], [0.033, 0.179, 0.402], [-0.184, 0.252, -0.395], [0.134, 0.077, -0.385], [-0.074, -0.042, -0.025], [0.103, 0.313, 0.021], [-0.107, -0.050, 0.056], [0.171, -0.021, 0.077], [0.085, -0.198, -0.069], [0.107, -0.074, 0.277], [-0.467, 0.197, -0.210], [-0.002, -0.296, 0.206], [-0.029, 0.100, 0.142], [0.174, 0.259, 0.059], [-0.088, 0.008, -0.002], [0.298, 0.005, 0.196], [-0.091, -0.057, 0.082], [0.147, -0.070, -0.114], [-0.038, 0.091, -0.210], [0.112, -0.225, -0.124], [-0.219, -0.404, -0.228], [-0.231, 0.102, 0.286], [-0.112, 0.108, -0.023], [0.103, 0.156, -0.230], [-0.051, -0.070, -0.019], [0.087, 0.341, 0.021], [-0.110, -0.003, 0.059], [0.190, 0.003, 0.078], [0.140, -0.104, -0.087], [0.161, -0.021, 0.215], [0.228, -0.066, 0.461], [-0.249, 0.221, -0.197], [-0.090, -0.154, 0.351], [0.131, -0.249, -0.077], [0.010, -0.011, 0.094], [-0.163, -0.123, -0.274], [-0.106, 0.001, 0.089], [0.098, 0.066, -0.094], [0.210, -0.025, -0.030], [-0.030, 0.251, -0.169]], "mulliken_charge": [-0.753, -0.501, -0.051, -0.109, 0.485, 0.244, -0.159, -0.562, 0.081, -0.426, 0.203, 0.202, 0.168, 0.312, 0.265, 0.418, 0.023, 0.136, 0.359, 0.374, 0.253, -0.314, -0.464, -0.516, -0.461, 0.321, 0.262, 0.237, 0.334, 0.311, 0.315, -0.412, -0.353, -0.590, -0.486, 0.321, 0.288, 0.224, 0.362, 0.328, 0.323, -0.317, -0.366, -0.496, -0.496, 0.320, 0.247, 0.275, 0.223, 0.294, 0.330, -0.237, -0.420, -0.559, -0.506, 0.303, 0.222, 0.287, 0.247, 0.324, 0.338, -0.305, -0.410, -0.483, -0.496, 0.319, 0.253, 0.213, 0.327, 0.267, 0.309]}

***

# 7
{"formula": "C4H3I", "method": "ωB97M-V with the def2-TZVPD basis set", "homo_lumo_gap_ev": 8.02, "relative_energy_kj_mol": 297.3, "multiplicity": 1, "elements": ["C", "C", "C", "C", "I", "H", "H", "H"], "xyz": [[-0.5780, 0.0736, -1.0751], [0.6424, 0.4737, -0.7432], [-1.5753, -0.4431, -0.4518], [1.5355, 0.8517, 0.1592], [0.9157, -0.3479, 1.8145], [-2.2148, -1.3559, -0.5769], [-1.1305, -0.6597, 0.6663], [2.4050, 1.4074, 0.2070]], "forces_ev_per_a": [[4.025, 1.183, 0.294], [-1.576, 1.439, -0.355], [-0.238, -4.253, 3.260], [-3.056, -2.278, -1.176], [1.061, 0.492, 1.188], [-0.499, 1.963, -0.965], [-1.335, 0.715, -2.161], [1.618, 0.740, -0.086]], "mulliken_charge": [0.119, 0.115, -0.372, -0.578, 0.044, 0.271, -0.113, 0.514]}

***

Number 5 is which compound?
C19H23N3O4